Density functional theory data (the ωB97M-V functional and the def2-TZVPD basis) for a structure of composition C16H9Cl6MgO4 at a distorted geometry.

```
36
Properties=species:S:1:pos:R:3:forces:R:3
Mg -4.438560 -4.730313 14.608695 0.656 0.167 0.197
Cl -2.254486 -5.190014 17.029065 0.145 -0.237 -0.463
C -3.451568 -4.006472 17.412791 -1.062 1.286 1.701
C -4.468634 -3.662854 16.550989 -1.291 -0.388 -1.069
C -5.573742 -2.816332 16.915095 3.630 -0.653 1.823
Cl -6.790533 -2.481388 15.802257 -0.977 0.159 -0.692
C -5.510915 -2.190906 18.170118 0.828 -1.449 -0.932
Cl -6.811841 -1.225882 18.724103 -0.157 0.412 0.203
C -4.380776 -2.479863 18.993511 -0.634 -0.065 -0.297
Cl -4.263522 -1.569295 20.409272 0.207 0.614 1.447
C -3.393881 -3.420272 18.715005 -0.271 -0.096 -1.484
Cl -2.107607 -3.821800 19.827024 -0.536 0.367 -0.186
C -6.312069 -2.944204 11.066325 -1.690 1.057 0.139
C -5.262490 -3.304464 12.020746 2.889 -0.981 0.173
O -5.513565 -3.925259 13.071676 -0.757 0.510 -0.878
C -3.863609 -3.014489 11.622223 -1.685 -0.222 1.117
C -3.523286 -2.609016 10.345488 0.261 -0.020 -1.472
C -2.219510 -2.413114 9.929223 -0.547 0.105 -0.612
C -1.168176 -2.435711 10.868126 -0.534 -0.458 -0.079
C -1.521737 -2.806358 12.126242 0.486 0.408 0.665
C -2.832220 -3.188168 12.539300 1.144 -0.885 2.784
O -2.929421 -3.653798 13.767464 -0.383 0.483 -1.728
H -7.224542 -2.954364 11.649424 -0.451 0.022 -0.076
H -6.447786 -3.633324 10.249161 0.260 -0.506 -0.207
H -6.204384 -1.944121 10.624868 0.199 -0.277 0.240
H -4.334541 -2.559788 9.620234 0.337 0.083 -0.096
H -2.044339 -2.306663 8.867246 0.125 0.333 -0.004
H -0.121614 -2.237828 10.613277 -0.487 0.039 0.002
H -0.826606 -2.775921 12.943048 0.448 -0.246 0.169
Cl -4.442119 -9.399222 13.088073 -0.091 -0.114 -0.223
C -5.196804 -8.645979 14.511363 -0.087 -1.598 0.582
C -4.835814 -7.200249 14.687697 -0.391 1.171 0.038
O -3.790803 -6.703038 14.166421 -0.962 -0.277 0.245
O -5.650108 -6.529973 15.382058 0.497 0.077 -0.579
H -4.810996 -9.204103 15.365856 0.395 0.210 0.092
H -6.263667 -8.943051 14.568911 0.484 0.970 -0.541
```
Forces are in eV/Å.

Energy relative to the best compared isomer or geometry (same formula, charge and spin) = 0.00 kJ/mol
Max |F| = 4.1 eV Å⁻¹
Total charge = -1
Calculated total energy = -105513.192 eV
Gap between HOMO and LUMO = 7.76 eV
Spin multiplicity = 1

***

Density functional theory data (the ωB97M-V functional and the def2-TZVPD basis) for a cluster of 2 separate species, C16H9F3N3O5S2 in total at a distorted geometry.

```
38
Properties=species:S:1:pos:R:3:forces:R:3
C 1.017069 0.189668 2.510143 0.396 -0.967 2.174
N 1.545018 1.497199 2.637053 0.639 0.104 -0.570
O 2.694598 1.683854 3.121131 -2.248 0.108 -0.202
O 0.858717 2.437610 2.134476 1.107 -0.565 0.701
C -0.260023 -0.087846 3.154747 0.908 0.630 -0.602
C -1.073410 1.013606 3.431898 -1.319 -0.204 0.929
C -2.011142 0.949172 4.461318 0.559 -0.192 -0.981
C -2.279827 -0.276789 5.101690 0.184 0.237 -0.095
C -2.950997 -0.309218 6.350677 -1.435 0.045 1.877
N -3.471207 -0.312402 7.399839 0.862 -0.050 -1.779
C -1.726540 -1.451608 4.564033 0.242 0.343 -0.509
C -0.717234 -1.353908 3.618378 -0.659 -0.186 0.025
H 1.731391 -0.610965 2.740872 -0.067 1.133 0.340
H -0.873586 1.895845 2.847717 -0.260 0.232 0.382
H -2.537226 1.864522 4.688901 -0.125 -0.073 0.451
H -2.119938 -2.437719 4.825899 0.313 0.376 0.271
H -0.402436 -2.304891 3.212660 0.601 0.267 0.054
F 2.072786 1.485693 -3.956198 0.823 -1.414 0.618
C 2.519815 0.435440 -3.183036 -0.131 -0.099 0.683
F 1.802075 -0.680670 -3.484499 0.985 1.226 0.139
F 3.847218 0.204544 -3.462172 -1.976 0.272 0.087
S 2.228677 1.079488 -1.417605 -0.483 -1.178 0.474
N 2.051742 -0.307220 -0.341732 2.060 2.140 -2.587
C 0.849806 -0.825857 0.193131 -1.099 0.984 0.046
O -0.229138 -0.275377 0.174795 0.949 -1.488 -1.410
C 1.280543 -2.103364 0.821081 -0.741 -0.214 0.652
C 2.579145 -2.015172 1.292412 0.443 -0.230 1.198
C 3.024984 -2.831920 2.332051 0.351 -0.044 -1.103
C 2.303342 -4.004757 2.576226 -0.646 0.164 -0.575
C 1.030318 -4.170988 1.975786 0.233 -0.220 -0.227
C 0.439688 -3.146785 1.193034 0.863 -0.078 -0.187
S 3.483763 -0.659010 0.559311 -0.918 -0.865 0.751
O 4.559227 -1.261094 -0.173991 -0.416 0.278 -0.635
O 3.771065 0.447249 1.412280 0.308 -0.637 -0.858
H 3.960441 -2.597379 2.835247 -0.081 -0.253 -0.161
H 2.789585 -4.807132 3.150314 -0.613 0.463 -0.064
H 0.546404 -5.148308 2.079290 -0.078 0.541 0.182
H -0.582043 -3.076190 0.788363 0.468 -0.585 0.514
```
Forces are in eV/Å.

Energy relative to the best compared isomer or geometry (same formula, charge and spin) = 224.58 kJ/mol
Max |F| = 3.9 eV Å⁻¹
Total charge = -1
Calculated total energy = -61264.217 eV
Gap between HOMO and LUMO = 6.02 eV
Spin multiplicity = 1

***

Density functional theory data (the ωB97M-V functional and the def2-TZVPD basis) for a structure of composition C16H9N5OS4W at a distorted geometry.

```
36
Properties=species:S:1:pos:R:3:forces:R:3
W -1.134600 -0.155200 -0.317200 -2.425 -0.466 -2.757
N 1.120600 1.009200 -4.003700 0.093 0.123 -0.394
C 0.680300 0.575200 -2.819300 -0.551 -0.120 1.158
S -0.686600 1.446200 -2.151900 0.401 -0.150 0.161
N 1.293800 -0.397900 -2.215600 0.868 -0.086 -1.029
N 0.834000 -0.797900 -1.005700 0.391 -0.490 0.534
C 1.588800 -1.674600 -0.397300 -0.354 0.794 -0.754
C 1.344600 -2.262600 0.886600 -0.713 -0.105 0.946
C 2.308700 -3.097700 1.472800 -0.240 0.234 -0.225
C 2.116600 -3.640100 2.725100 0.062 -0.028 0.098
C 0.956700 -3.362100 3.441200 0.138 0.045 -0.170
C -0.030600 -2.575100 2.884500 -0.326 0.294 -0.389
C 0.144800 -2.032600 1.611600 1.592 -0.832 0.283
O -0.803200 -1.308900 1.044100 -0.014 -1.043 0.818
H 0.609400 1.748000 -4.455800 0.172 -0.169 -0.122
H 1.852800 0.512400 -4.482900 -0.022 0.084 0.045
H 2.502000 -1.967800 -0.911700 -0.129 0.104 -0.067
H 3.213600 -3.304400 0.920600 0.111 -0.020 -0.031
H 2.873100 -4.276400 3.157400 0.077 -0.030 0.025
H 0.830100 -3.757200 4.437300 -0.064 -0.070 0.058
H -0.956300 -2.370300 3.403600 -0.038 0.022 0.073
S -2.994900 1.121900 0.350800 0.324 -0.358 -0.031
C -2.334200 0.835700 1.982700 0.288 0.896 0.425
C -3.204200 0.403000 2.972900 0.071 -0.118 0.025
C -2.777600 0.298100 4.293800 0.586 0.363 -0.735
C -3.663700 -0.222600 5.264000 -0.278 -0.142 0.309
N -4.393500 -0.693700 6.011700 -0.238 -0.105 0.274
C -1.466400 0.690700 4.629600 -0.405 -0.001 -0.832
C -0.581800 1.089700 3.635700 -0.292 -0.183 0.087
C -0.982000 1.131900 2.301900 -0.214 0.340 0.077
S 0.172200 1.529700 1.052300 -0.202 -0.114 -0.138
C -1.068700 0.689400 5.985200 0.198 -0.081 0.488
N -0.765700 0.691400 7.090200 0.155 0.002 0.360
H -4.220600 0.143900 2.707700 -0.001 -0.023 0.085
H 0.432700 1.360500 3.888000 0.034 -0.001 0.049
S -2.098100 -1.534900 -1.759600 0.942 1.434 1.296
```
Forces are in eV/Å.

Energy relative to the best compared isomer or geometry (same formula, charge and spin) = 80.85 kJ/mol
Max |F| = 3.7 eV Å⁻¹
Calculated total energy = -71403.803 eV
Gap between HOMO and LUMO = 6.37 eV
Spin multiplicity = 1

***

Density functional theory data (the ωB97M-V functional and the def2-TZVPD basis) for a structure of composition C16H9N5PdS3 at a distorted geometry.

```
34
Properties=species:S:1:pos:R:3:forces:R:3
Pd -0.089194 -0.054800 -0.029191 -0.532 -0.451 0.043
S -2.113238 0.921374 -0.221166 0.288 0.056 0.001
C -3.221894 -0.410644 -0.173293 0.296 -0.650 0.082
C -4.606594 -0.104627 -0.283568 -0.369 0.142 -0.042
N -5.719605 0.173114 -0.377541 0.091 -0.017 0.012
C -2.793989 -1.691814 -0.035362 -0.229 0.636 -0.064
S -1.113652 -2.088729 0.103490 0.294 0.276 -0.021
C -3.713858 -2.777005 0.003981 -0.212 -0.326 0.008
N -4.429420 -3.678059 0.037016 0.064 0.078 0.002
N 4.118409 -0.121433 0.201714 -0.111 -0.114 0.005
C 4.678849 -1.363330 0.337193 -0.088 -0.138 0.007
C 6.068908 -1.496272 0.423978 0.240 -0.095 0.021
C 6.640838 -2.740468 0.559580 -0.044 0.226 -0.021
C 5.843677 -3.887718 0.612548 -0.210 -0.133 -0.001
C 4.474194 -3.774741 0.528549 0.193 -0.214 0.028
C 3.883720 -2.518379 0.391041 -0.484 0.363 -0.056
S 2.152253 -2.414039 0.286689 0.332 0.813 -0.051
N 1.825650 -0.813621 0.139349 -0.105 -1.144 0.085
C 2.783681 0.175389 0.106374 0.413 0.543 -0.022
C 2.351135 1.511088 -0.028040 -0.261 0.156 -0.026
C 3.213019 2.634810 -0.073924 0.150 -0.231 0.028
C 2.693848 3.892702 -0.206981 -0.204 0.068 -0.017
C 1.306756 4.057228 -0.296961 0.146 0.053 0.004
C 0.509523 2.932671 -0.246869 -0.041 0.046 -0.010
N 0.989919 1.698990 -0.117750 0.380 0.063 0.003
H 4.758369 0.654388 0.169375 0.008 0.020 -0.001
H 6.691251 -0.609897 0.383430 -0.017 0.004 -0.001
H 7.716584 -2.826640 0.625363 0.002 0.000 0.000
H 6.298826 -4.862131 0.719061 -0.005 0.001 0.000
H 3.842655 -4.654009 0.567812 0.020 -0.006 0.002
H 4.286230 2.509949 -0.003992 -0.010 0.060 -0.006
H 3.347635 4.753653 -0.242533 0.029 -0.021 0.003
H 0.859552 5.034047 -0.403191 -0.016 -0.020 0.001
H -0.567047 3.021336 -0.314112 -0.009 -0.045 0.005
```
Forces are in eV/Å.

<S²> = 2.027
Max |F| = 1.2 eV Å⁻¹
Calculated total energy = -60172.848 eV
Gap between HOMO and LUMO (spin up / spin down) = 6.66 / 4.06 eV
Spin multiplicity = 3

***

Density functional theory data (the ωB97M-V functional and the def2-TZVPD basis) for the ion C16H9N6O6 with charge -1 at a distorted geometry.

```
37
Properties=species:S:1:pos:R:3:forces:R:3
N -1.040666 4.197852 -4.166739 -0.021 -0.844 1.403
C -1.060697 3.541611 -3.202055 -0.347 0.443 -1.148
C -1.078733 2.706775 -2.039147 -0.683 -0.469 -0.066
C -2.252513 2.319083 -1.350605 1.674 0.315 -0.210
C -2.141911 1.650314 -0.111882 -1.952 0.444 -0.432
N -3.360122 1.611293 0.665625 -0.627 0.410 -0.991
O -4.408075 2.079963 0.149069 1.391 -0.653 0.910
O -3.353409 1.129711 1.809845 0.018 0.536 -0.887
C -0.906203 1.114475 0.402571 -0.769 -2.240 4.448
C 0.225257 1.525889 -0.321227 4.390 0.471 0.127
N 1.562480 1.551879 0.113185 -2.618 0.782 -1.288
O 2.142132 1.098994 1.093639 -0.233 0.414 -0.755
O 2.255549 2.386293 -0.817294 -0.152 -0.740 0.378
N 1.387977 2.873891 -1.804807 -1.413 -1.832 1.544
C 0.197992 2.315288 -1.477947 0.686 1.888 -0.759
H -3.240958 2.608611 -1.725571 0.560 -0.081 0.339
H -0.779308 1.016054 1.516888 0.080 2.806 -1.049
C -1.260442 -0.669410 2.515832 -0.588 0.143 0.832
C -0.970306 -0.661369 1.018841 -1.422 -1.599 -1.722
C -2.149016 -1.152345 0.252097 -1.291 -0.403 -0.844
N -3.090547 -1.421169 -0.395994 2.193 0.532 1.476
C 0.253712 -1.393758 0.626088 1.300 -0.769 -0.554
C 1.299051 -1.729286 1.538659 -0.721 0.225 -0.003
C 2.477170 -2.313806 1.112235 0.203 -0.307 -0.678
C 2.648313 -2.598123 -0.257758 -1.587 1.004 0.677
N 3.912783 -3.018006 -0.739260 2.691 -1.001 -1.094
O 4.062917 -3.200391 -1.965423 -0.425 0.259 1.803
O 4.850621 -3.172400 0.068765 -1.498 0.217 -0.965
C 1.612068 -2.344447 -1.173186 0.447 -0.301 0.106
C 0.437487 -1.762903 -0.730925 -0.216 0.204 0.272
H -0.355287 -0.383095 3.107871 -0.770 -0.307 -0.478
H -2.075947 0.070285 2.714418 0.944 -0.806 -0.012
H -1.650296 -1.678245 2.829598 0.646 0.889 -0.250
H 1.189554 -1.517255 2.611478 0.061 -0.077 -0.697
H 3.283815 -2.566877 1.803750 -0.332 0.221 -0.241
H 1.749628 -2.630990 -2.219411 -0.040 0.252 0.431
H -0.374069 -1.584385 -1.451222 0.421 -0.028 0.377
```
Forces are in eV/Å.

Energy relative to the best compared isomer or geometry (same formula, charge and spin) = 149.06 kJ/mol
Max |F| = 5.0 eV Å⁻¹
Total charge = -1
Calculated total energy = -37953.928 eV
Gap between HOMO and LUMO = 5.79 eV
Spin multiplicity = 1